No. 1
DFT (ωB97M-V/def2-TZVPD) results for 11 unconnected molecules or ions with the total composition C27H58BO43S13 at a distorted geometry.

## Properties
gap between HOMO and LUMO: 0.1786 hartree
highest occupied orbital energy: -3.4246 eV
maximum force: 2.75 eV/Å
total charge: -1

Atoms and positions in Å:
O: 4.81694 -1.65732 -0.58692
S: 4.66618 -1.49239 0.83295
O: 3.79959 -2.45465 1.44999
O: 6.13944 -1.76156 1.48860
C: 4.29316 0.16915 1.33247
C: 2.84313 0.63582 1.05438
C: 2.17324 0.20491 -0.26657
C: 1.14256 -0.92767 -0.04506
B: -0.26507 -0.35679 0.61201
S: -0.18193 -0.53673 2.57122
C: -1.58370 -1.20657 0.08762
C: -1.35698 -2.72559 0.27887
C: -1.08446 -3.50830 -1.02399
S: -2.36367 -3.30553 -2.32446
H: 6.23248 -2.71743 1.60301
H: 5.04432 0.87017 0.96722
H: 4.41558 0.17082 2.42164
H: 2.18033 0.40906 1.89454
H: 2.90696 1.73420 1.01932
H: 2.86514 -0.01823 -1.09008
H: 1.57526 1.06442 -0.60296
H: 0.90202 -1.34552 -1.03491
H: 1.52891 -1.70546 0.62922
H: -0.34816 0.83557 0.35926
H: -1.37819 -0.05036 2.97494
H: -1.91600 -0.93104 -0.92424
H: -2.41818 -0.93839 0.76983
H: -0.48065 -2.89181 0.92142
H: -2.19683 -3.22912 0.78380
H: -1.04829 -4.58019 -0.79149
H: -0.12125 -3.22060 -1.45508
H: -1.67148 -2.93317 -3.42087
C: -5.10509 0.87095 -1.94516
C: -6.56720 0.81773 -1.55877
O: -6.54926 0.46303 -0.16761
S: -5.24324 1.08368 0.52781
O: -5.60654 2.30070 1.16908
O: -4.55868 0.04258 1.20004
O: -4.44408 1.44214 -0.80912
H: -4.69652 -0.12960 -2.10862
H: -4.93411 1.47746 -2.82827
H: -7.12858 0.08688 -2.13188
H: -7.04336 1.79445 -1.65539
C: -11.40142 0.09154 1.75958
C: -9.97130 -0.34591 2.00579
O: -9.54254 -0.87877 0.74283
S: -10.25498 -0.09046 -0.44584
O: -9.37023 0.91174 -0.92088
O: -10.85821 -1.03783 -1.31368
O: -11.39389 0.62710 0.42548
H: -12.08565 -0.76046 1.78313
H: -11.73691 0.84069 2.46346
H: -9.87714 -1.09098 2.77423
H: -9.32396 0.50357 2.24667
C: 7.76861 -3.78188 -1.31092
C: 8.27505 -2.36455 -1.18647
O: 9.61433 -2.41728 -1.71436
S: 9.68635 -3.51237 -2.87758
O: 9.56094 -2.86279 -4.13244
O: 10.76010 -4.39671 -2.59524
O: 8.30106 -4.25550 -2.55790
H: 8.15855 -4.41720 -0.51142
H: 6.68189 -3.83013 -1.31608
H: 8.27719 -2.01498 -0.15846
H: 7.68701 -1.68310 -1.80272
C: 2.85312 0.57125 7.26243
C: 4.08290 0.31248 6.41416
O: 3.57526 -0.03828 5.12977
S: 2.18740 0.75303 4.85767
O: 2.48565 1.91565 4.09416
O: 1.19970 -0.18142 4.46739
O: 1.93216 1.22908 6.39265
H: 2.39833 -0.36346 7.59962
H: 3.07186 1.19897 8.12409
H: 4.70309 -0.48911 6.80767
H: 4.68624 1.21782 6.30659
C: 4.70145 4.28518 3.75725
C: 5.25684 3.93700 5.11703
O: 5.99374 2.72221 4.90409
S: 6.62306 2.73739 3.42527
O: 7.97492 3.16199 3.50681
O: 6.24235 1.53776 2.77164
O: 5.74860 3.93634 2.83453
H: 3.82174 3.68223 3.52147
H: 4.45530 5.33440 3.67003
H: 4.47602 3.78766 5.85891
H: 5.95416 4.69997 5.47156
C: -9.29097 1.02430 7.04915
C: -10.26873 0.04240 7.65766
O: -11.35562 -0.00746 6.72251
S: -10.78679 0.20751 5.23928
O: -10.62077 -1.06836 4.64787
O: -11.52695 1.25046 4.62861
O: -9.34502 0.76423 5.64132
H: -9.60417 2.05641 7.21823
H: -8.27883 0.88889 7.42073
H: -10.62110 0.35472 8.63676
H: -9.83620 -0.95782 7.72939
C: -0.01816 -5.03107 -6.57488
C: 1.17106 -4.57408 -7.39030
O: 1.45744 -3.25096 -6.90497
S: 1.09730 -3.17680 -5.34237
O: 2.28595 -3.37969 -4.59412
O: 0.24762 -2.06301 -5.13225
O: 0.22544 -4.52020 -5.26244
H: -0.94993 -4.59738 -6.94629
H: -0.11033 -6.11411 -6.54654
H: 0.96134 -4.55531 -8.45693
H: 2.04593 -5.19489 -7.19850
C: 5.05035 -6.59813 -4.80063
C: 4.05427 -7.60756 -4.27367
O: 3.13790 -7.80532 -5.36100
S: 3.91917 -7.65518 -6.74949
O: 4.25816 -8.94426 -7.23229
O: 3.21503 -6.71049 -7.54441
O: 5.24050 -6.96148 -6.17963
H: 4.64628 -5.58425 -4.76628
H: 5.99651 -6.62767 -4.26673
H: 3.52943 -7.25411 -3.39048
H: 4.53209 -8.56499 -4.05419
C: 4.04089 8.80932 0.52638
C: 5.51975 8.58866 0.29275
O: 6.12732 8.85461 1.56439
S: 5.12212 8.42380 2.73483
O: 5.47734 7.12468 3.18438
O: 4.97400 9.51509 3.62555
O: 3.79987 8.29163 1.83978
H: 3.79071 9.87231 0.52647
H: 3.42331 8.29295 -0.20378
H: 5.92612 9.24736 -0.46970
H: 5.73038 7.55086 0.02581
C: -3.48661 3.96433 -6.08729
C: -4.41982 5.14866 -6.22403
O: -5.65858 4.69660 -5.66680
S: -5.35844 3.65930 -4.47512
O: -5.41806 4.35141 -3.24149
O: -6.10429 2.47763 -4.71723
O: -3.81873 3.38338 -4.82435
H: -3.67065 3.22047 -6.86550
H: -2.43938 4.25480 -6.10626
H: -4.55598 5.45629 -7.25746
H: -4.07195 5.99995 -5.63421

=====

No. 2
DFT (ωB97M-V/def2-TZVPD) results for a molecular structure, C27H58InNO12PS4.

## Properties
gap between HOMO and LUMO: 0.2054 hartree
highest occupied orbital energy: -3.4805 eV
maximum force: 0.68 eV/Å
relative energy (zero: lowest compared OMol25 entry of this formula, charge and spin): 0.0 kJ/mol
total charge: -1

Atoms and positions in Å:
C: -1.48757 -2.50018 -1.18451
C: -0.93823 -1.58054 -2.27935
C: -2.00214 -0.73154 -2.97437
C: -2.63122 0.35119 -2.04215
O: -2.15916 0.23009 -0.73852
In: -0.77459 1.56862 0.00761
C: 0.36230 0.38235 1.44075
C: 1.70217 1.00272 1.83437
C: 1.61613 1.96756 3.02487
C: 2.83743 1.93928 3.94731
C: 3.97819 2.84600 3.50029
O: 4.07384 3.02434 2.07361
C: 4.93448 2.32611 1.30956
C: 5.48305 1.04074 1.88697
O: 5.20564 2.72457 0.21126
P: -2.13806 3.48656 1.06203
N: -0.84255 4.44342 1.75391
O: -2.75444 2.73758 2.43808
H: -2.52801 -2.77763 -1.36910
H: -1.49082 -1.97128 -0.23328
H: -0.87906 -3.40157 -1.05646
H: -0.43721 -2.18614 -3.04222
H: -0.16268 -0.93887 -1.86399
H: -2.76671 -1.39125 -3.40014
H: -1.53676 -0.22097 -3.82396
H: -3.72916 0.26505 -2.06089
H: -2.40086 1.33648 -2.47900
H: 0.25449 2.25316 -1.22243
H: 0.53048 -0.58345 0.95442
H: -0.26324 0.17101 2.30542
H: 2.12303 1.55093 0.98248
H: 2.42939 0.21410 2.07553
H: 0.72796 1.72345 3.61144
H: 1.46651 2.99047 2.67217
H: 2.54387 2.28173 4.94311
H: 3.18610 0.90896 4.06219
H: 3.82614 3.85791 3.87181
H: 4.94107 2.49850 3.88061
H: 5.92380 0.47635 1.07214
H: 4.69838 0.46753 2.37318
H: 6.26002 1.24813 2.62432
H: -1.04097 5.43108 1.66214
H: 0.06973 4.26387 1.35200
H: -2.27138 1.93161 2.65684
C: 4.73275 1.11853 -3.95787
C: 3.88346 1.97109 -3.00283
C: 2.48247 1.35304 -2.95419
S: 2.70343 -0.39759 -3.27021
O: 2.06954 -0.74643 -4.52001
O: 2.45170 -1.17563 -2.08386
C: 4.47925 -0.33027 -3.55768
H: 5.79180 1.37009 -3.89711
H: 4.40769 1.27536 -4.98955
H: 4.32931 1.96687 -2.00592
H: 3.83192 3.00963 -3.32738
H: 1.98067 1.45779 -1.99463
H: 1.81964 1.73040 -3.73127
H: 4.73128 -1.06784 -4.31618
H: 4.96398 -0.57600 -2.61292
C: -4.17267 -2.98528 4.25772
C: -4.72605 -1.78020 5.03355
C: -3.53982 -1.08809 5.71426
S: -2.10701 -1.42977 4.67100
O: -1.17263 -2.23190 5.42384
O: -1.66810 -0.22459 4.02295
C: -2.96203 -2.47035 3.49070
H: -4.91376 -3.40770 3.58082
H: -3.86528 -3.77055 4.95215
H: -5.20341 -1.08867 4.33705
H: -5.47433 -2.07925 5.76719
H: -3.64578 -0.00816 5.78308
H: -3.31957 -1.50476 6.69526
H: -2.27376 -3.24107 3.15020
H: -3.24446 -1.83252 2.65294
C: -2.24228 6.11324 -5.44500
C: -2.45385 6.33383 -3.93898
C: -2.69724 4.96240 -3.30325
S: -1.82069 3.77360 -4.33482
O: -2.78212 2.90330 -4.96294
O: -0.70291 3.24512 -3.60472
C: -1.25603 4.95739 -5.56417
H: -1.86628 7.00961 -5.93796
H: -3.18797 5.84034 -5.91865
H: -1.55928 6.78806 -3.50817
H: -3.28940 7.00499 -3.74376
H: -2.31156 4.86217 -2.29065
H: -3.74648 4.67424 -3.32066
H: -1.24382 4.46050 -6.53121
H: -0.24708 5.25698 -5.28041
C: 0.92539 -7.28793 0.56016
C: -0.28439 -7.80236 -0.23299
C: -1.50089 -7.74450 0.69746
S: -1.17069 -6.40585 1.86193
O: -1.05255 -6.96672 3.18659
O: -2.07573 -5.31445 1.62146
C: 0.46192 -6.00740 1.24315
H: 1.78169 -7.10021 -0.08588
H: 1.22338 -8.02328 1.31110
H: -0.45120 -7.15607 -1.09636
H: -0.12585 -8.81452 -0.60340
H: -2.42879 -7.50956 0.18237
H: -1.61967 -8.65085 1.28809
H: 1.07339 -5.69030 2.08440
H: 0.34139 -5.18595 0.53613

=====

No. 3
DFT (ωB97M-V/def2-TZVPD) results for a molecular structure, C27H58MgN13O at a distorted geometry.

## Properties
gap between HOMO and LUMO: 0.2674 hartree
highest occupied orbital energy: -9.3303 eV
maximum force: 4.22 eV/Å
total charge: +1

Atoms and positions in Å:
Mg: 8.60079 4.06765 16.79886
C: 11.99365 0.37999 16.96708
N: 11.52858 1.75511 17.27250
C: 10.45489 1.84175 18.30487
C: 11.66898 2.89750 16.51083
N: 10.73638 3.77004 16.36739
C: 11.11607 5.13002 16.00164
C: 10.88558 6.10634 17.19049
N: 9.43876 6.13308 17.46922
C: 9.22661 6.43717 18.87730
C: 9.33207 5.12702 19.61861
N: 8.27752 4.20675 19.05824
C: 7.58813 3.64687 20.00471
N: 6.24048 3.44036 19.83400
C: 5.60233 2.26141 20.44928
C: 5.50902 4.08889 18.76551
N: 7.96697 3.36579 21.31772
C: 9.26137 2.80248 21.63164
C: 7.10861 3.70104 22.49419
C: 8.74230 7.06901 16.55605
C: 7.29230 6.76598 16.39271
N: 7.29212 5.35467 15.80421
C: 6.43836 5.27350 14.77688
N: 5.13935 5.60089 14.94166
C: 4.45446 5.45584 16.22861
C: 4.18153 6.13264 14.05062
N: 6.96035 4.90533 13.56804
C: 6.27948 4.81845 12.27730
C: 8.38689 5.11273 13.28594
N: 12.89509 2.85436 15.79831
C: 13.09102 3.35721 14.47513
C: 14.18804 2.53403 16.40654
H: 11.16918 -0.28805 17.11953
H: 12.87957 0.03083 17.59012
H: 12.32038 0.33881 15.93110
H: 10.55126 1.02346 18.88375
H: 9.48328 1.98758 17.85047
H: 10.77052 2.70528 18.86458
H: 10.56954 5.43990 15.13124
H: 12.12437 5.21365 15.72142
H: 11.15797 7.12326 16.94722
H: 11.40330 5.79597 18.09818
H: 8.18424 6.76519 19.10302
H: 9.88844 7.24750 19.11545
H: 9.30589 5.09499 20.70476
H: 10.32093 4.64291 19.34056
H: 6.36378 1.62599 20.96404
H: 5.05946 1.68369 19.68865
H: 4.90742 2.56505 21.17229
H: 5.26102 5.11271 19.06803
H: 4.53656 3.65563 18.56025
H: 6.15209 4.23268 17.94302
H: 9.62861 2.47087 20.65871
H: 9.20298 1.90666 22.27502
H: 9.88071 3.46913 22.17738
H: 6.15903 4.23807 22.25012
H: 7.69150 4.28136 23.21969
H: 6.83459 2.73762 22.97042
H: 9.21876 7.02659 15.60775
H: 8.99362 8.13559 16.84591
H: 6.92742 7.59197 15.77064
H: 6.70492 6.82209 17.34726
H: 4.88820 4.74870 16.90654
H: 3.52857 5.02351 15.99520
H: 4.48121 6.44928 16.70259
H: 4.56232 6.87247 13.41389
H: 3.45867 6.73536 14.62798
H: 3.58757 5.41193 13.51100
H: 6.70049 4.06391 11.68025
H: 6.30997 5.80149 11.79627
H: 5.18326 4.58677 12.41890
H: 8.75472 6.14604 13.42986
H: 8.41641 4.88881 12.20482
H: 9.03977 4.43687 13.92438
H: 12.16086 3.54006 13.98553
H: 13.66111 2.70640 13.85884
H: 13.71592 4.24248 14.48001
H: 14.02536 2.43354 17.45363
H: 14.89495 3.36501 16.17649
H: 14.69220 1.68308 15.99785
C: 9.60332 1.69157 14.14530
C: 8.75552 1.24032 15.33054
O: 7.92427 2.24647 16.01113
C: 6.47074 2.04695 15.99642
C: 6.05005 0.77182 16.71927
H: 10.33171 0.91987 13.98151
H: 10.02000 2.70691 14.25838
H: 9.02545 1.72489 13.20562
H: 9.23783 0.76495 16.12733
H: 8.13070 0.45062 14.87115
H: 6.05208 1.91900 14.93524
H: 6.11966 2.96657 16.44990
H: 6.05803 -0.08419 16.05232
H: 5.06467 0.82548 17.13109
H: 6.71532 0.66053 17.54452
N: 6.85083 1.12878 12.44860
C: 5.73277 1.42692 12.49739
N: 4.44885 1.58177 12.61726
C: 3.76096 2.39763 13.33962
N: 2.98484 3.03871 13.94906

=====

No. 4
DFT (ωB97M-V/def2-TZVPD) results for 4 unconnected molecules or ions with the total composition C27H58N5O6 at a distorted geometry.

## Properties
gap between HOMO and LUMO: 0.2226 hartree
highest occupied orbital energy: -10.5567 eV
maximum force: 4.55 eV/Å
total charge: +1

Atoms and positions in Å:
C: 1.85732 -0.62671 -0.38359
C: 0.92022 0.18049 -1.41848
N: 0.51214 1.45137 -0.74184
C: 1.26060 2.64648 -1.12575
C: 1.00097 4.02854 -0.49424
C: -0.10475 4.11784 0.59266
C: -0.90004 2.85269 0.98713
C: -0.53422 1.49988 0.27380
C: -1.34976 0.20872 0.74279
C: -2.20902 -0.43270 -0.47538
N: -3.11294 0.31304 -1.09775
H: 2.69878 0.10544 -0.07649
H: 2.25802 -1.61526 -0.78533
H: 1.23044 -0.78048 0.56797
H: 0.06096 -0.42605 -1.85697
H: 1.60529 0.46192 -2.30697
H: 2.07949 2.54612 -1.92637
H: 1.65723 4.89306 -0.83471
H: -0.28319 5.13073 1.08374
H: -1.72372 2.92547 1.78925
H: -2.13985 0.55386 1.51445
H: -0.71632 -0.57633 1.28608
H: -2.02977 -1.50633 -0.82957
H: -3.08990 1.24270 -0.63193
C: 7.19984 -5.65435 2.47851
O: 5.80558 -5.91837 2.53509
C: 5.26066 -5.75101 3.84635
C: 4.27442 -4.58354 3.85939
N: 4.97372 -3.30582 3.71589
C: 4.07649 -2.17219 3.49198
C: 3.29324 -2.14919 2.17022
O: 4.11655 -1.98657 1.01933
C: 4.61239 -3.20240 0.47512
H: 7.54878 -5.89208 1.47221
H: 7.40328 -4.59699 2.67342
H: 7.74393 -6.27948 3.19229
H: 6.03959 -5.62614 4.60514
H: 4.71668 -6.67234 4.08096
H: 3.72261 -4.58946 4.80574
H: 3.56266 -4.73748 3.04127
H: 5.61185 -3.36752 2.93008
H: 4.69763 -1.27141 3.52881
H: 3.37277 -2.10202 4.32889
H: 2.64429 -1.26719 2.19680
H: 2.62474 -3.01030 2.06000
H: 3.92230 -4.03725 0.61766
H: 5.58886 -3.43774 0.90279
H: 4.75771 -3.05531 -0.59854
C: -2.62210 4.22686 4.96686
O: -2.99236 4.36061 3.60065
C: -4.21794 3.68818 3.28935
C: -5.29081 4.70375 2.89728
N: -5.72317 5.48140 4.05774
C: -6.57817 6.61972 3.71225
C: -5.93653 7.75923 2.90593
O: -4.93154 8.47066 3.62058
C: -3.62805 7.92380 3.50692
H: -1.64096 4.68631 5.09842
H: -3.33476 4.74495 5.61423
H: -2.55387 3.17256 5.25071
H: -4.55533 3.04464 4.10790
H: -4.01307 3.04365 2.42576
H: -6.15165 4.17267 2.47667
H: -4.87042 5.35306 2.12162
H: -4.90388 5.83327 4.54083
H: -6.93518 7.03881 4.65804
H: -7.46196 6.25398 3.17819
H: -6.72496 8.48996 2.69883
H: -5.56857 7.43003 1.92791
H: -3.46013 7.43905 2.54181
H: -3.43878 7.22328 4.32385
H: -2.91047 8.74182 3.61059
C: 0.42082 -3.15642 -8.80757
O: -0.64585 -2.55767 -8.08589
C: -1.64016 -3.50121 -7.67835
C: -1.66915 -3.60714 -6.15402
N: -0.46894 -4.27866 -5.65304
C: -0.32620 -4.20899 -4.19887
C: -0.08050 -2.82190 -3.58534
O: 1.17823 -2.25240 -3.94055
C: 1.16344 -1.49859 -5.14530
H: 1.08198 -2.36126 -9.15623
H: 0.99757 -3.82704 -8.16337
H: 0.04448 -3.70248 -9.67729
H: -1.49705 -4.48066 -8.14553
H: -2.60420 -3.11025 -8.02117
H: -2.55498 -4.17518 -5.84975
H: -1.75122 -2.59260 -5.74949
H: 0.34740 -3.84923 -6.07458
H: 0.52524 -4.84587 -3.93853
H: -1.20864 -4.65880 -3.73058
H: -0.04983 -2.95229 -2.49708
H: -0.90136 -2.12221 -3.78037
H: 0.20205 -1.01057 -5.32233
H: 1.43006 -2.13371 -5.99211
H: 1.93292 -0.72554 -5.06747